50
Properties=species:S:1:pos:R:3:forces:R:3 method="wB97M-V/def2-TZVPD" de_lowest_kj_mol=0.0 orbital_gap_ha=0.249 charge=+2 e_tot_ha=-1694.51668 multiplicity=1
Sn -0.378 -0.154 -1.061 0.0 0.0 -0.2
O 0.865 -1.316 4.412 -0.1 0.0 0.0
C 0.437 -1.030 3.339 -0.1 -0.1 0.1
C 0.718 -1.889 2.082 -0.1 0.3 -0.2
O 1.681 -1.631 1.414 -0.1 0.0 0.0
C -0.305 -2.919 1.527 0.3 -0.6 0.3
C -1.293 -0.085 1.820 0.2 0.1 0.2
O -1.213 0.617 0.754 -0.1 0.0 0.1
C -0.363 0.264 2.993 0.1 0.0 0.1
O -0.222 1.290 3.576 0.0 0.0 -0.1
O -0.431 -3.073 0.348 0.0 0.0 0.1
N -1.968 5.977 -4.730 0.0 0.0 0.0
C -1.584 4.752 -5.150 0.0 0.0 0.0
O -1.358 4.450 -6.298 0.0 0.0 0.0
C -1.396 3.698 -4.076 0.0 0.0 0.0
C -0.934 3.971 -2.793 0.0 0.0 0.0
C -0.709 2.922 -1.926 -0.1 0.0 0.0
N -0.938 1.651 -2.280 0.0 0.1 0.1
C -1.399 1.385 -3.515 0.0 0.0 0.0
C -1.626 2.377 -4.441 0.0 0.0 0.0
H -2.133 6.679 -5.435 0.0 0.0 0.0
H -2.323 6.144 -3.806 0.0 0.0 0.0
H -0.721 4.981 -2.471 0.0 0.0 0.0
H -0.343 3.085 -0.921 0.0 0.0 0.0
H -1.576 0.343 -3.758 0.0 0.0 0.0
H -1.960 2.144 -5.442 0.0 0.0 0.0
C 3.970 1.838 1.783 0.0 0.0 0.0
N 3.275 1.257 0.633 0.0 0.0 0.0
C 4.083 0.564 -0.371 0.0 0.0 0.0
C 1.991 1.398 0.483 -0.1 0.0 0.1
O 1.355 0.979 -0.530 0.2 -0.1 -0.1
H 4.682 2.586 1.439 0.0 0.0 0.0
H 4.503 1.052 2.314 0.0 0.0 0.0
H 3.251 2.304 2.452 0.0 0.0 0.0
H 4.966 0.163 0.118 0.0 0.0 0.0
H 4.389 1.259 -1.152 0.0 0.0 0.0
H 3.507 -0.246 -0.808 0.0 0.0 0.0
H 1.466 1.924 1.284 0.0 0.0 0.0
C -1.369 -5.663 1.056 0.0 0.0 0.0
N -1.455 -4.941 2.343 0.0 0.0 0.0
C -2.125 -5.696 3.422 0.0 0.0 0.0
C -1.025 -3.762 2.555 -0.1 0.1 0.0
O -1.893 -1.141 2.012 -0.1 0.1 -0.3
H -1.401 -6.725 1.277 0.0 0.0 0.0
H -0.456 -5.404 0.533 0.0 0.0 0.0
H -2.230 -5.381 0.452 0.0 0.0 0.0
H -1.496 -6.548 3.675 0.0 0.0 0.0
H -3.080 -6.049 3.038 0.0 0.0 0.0
H -2.274 -5.056 4.285 0.0 0.0 0.0
H -1.163 -3.344 3.547 0.0 0.0 0.0

48
Properties=species:S:1:pos:R:3:forces:R:3 method="wB97M-V/def2-TZVPD" de_lowest_kj_mol=144.6 orbital_gap_ha="0.195 / 0.195" charge=-1 e_tot_ha=-4078.15250 multiplicity=1
Pt -0.015 0.141 0.158 -1.2 -0.4 1.3
C -2.458 1.792 -0.118 -0.2 0.1 -0.1
N -1.575 0.974 -0.986 0.5 0.2 0.4
C -1.007 1.836 -2.060 -0.1 0.2 -0.2
C -2.305 -0.165 -1.569 -0.2 0.3 -0.1
C -3.413 0.118 -2.345 -0.1 0.1 0.0
C -4.155 -0.889 -2.938 0.1 -0.1 0.0
C -3.744 -2.197 -2.727 0.0 0.1 0.0
C -2.632 -2.486 -1.953 -0.1 -0.1 -0.1
C -1.860 -1.478 -1.340 0.0 -0.3 0.0
N -0.753 -1.621 -0.552 0.1 -0.3 -0.4
C -0.067 -2.721 -0.117 -0.2 -0.1 -0.1
C -0.341 -4.080 -0.376 0.0 -0.1 0.0
C 0.439 -5.102 0.138 0.0 0.1 0.0
C 1.538 -4.836 0.941 -0.1 0.0 -0.1
C 1.825 -3.509 1.212 0.1 0.0 0.0
C 1.048 -2.485 0.705 0.3 -0.1 0.2
N 1.437 -1.105 1.042 -0.2 0.7 -0.1
C 1.454 -0.894 2.512 0.1 -0.1 0.2
C 2.785 -0.793 0.487 0.3 -0.1 0.0
H -3.185 2.330 -0.731 0.0 -0.1 0.0
H -1.848 2.510 0.425 0.1 0.0 0.0
H -2.974 1.149 0.584 0.0 0.0 0.0
H -1.821 2.357 -2.574 0.0 -0.1 0.0
H -0.443 1.230 -2.759 0.1 -0.1 0.0
H -0.343 2.567 -1.609 0.0 0.0 0.1
H -3.699 1.152 -2.493 0.0 0.0 0.0
H -5.020 -0.657 -3.544 0.0 0.0 0.0
H -4.292 -3.020 -3.170 0.0 0.0 0.0
H -2.379 -3.522 -1.844 0.0 0.0 0.0
H -1.171 -4.371 -0.990 0.0 0.0 0.0
H 0.173 -6.124 -0.102 0.0 0.0 0.0
H 2.153 -5.629 1.343 0.0 0.0 0.0
H 2.680 -3.261 1.831 0.0 0.0 0.0
H 2.292 -1.438 2.955 0.0 0.0 -0.1
H 0.522 -1.244 2.939 0.0 0.0 0.0
H 1.572 0.168 2.712 0.0 0.1 -0.1
H 3.543 -1.348 1.049 -0.1 -0.1 0.0
H 2.969 0.272 0.592 0.0 0.0 0.1
H 2.820 -1.066 -0.562 -0.1 0.0 0.0
Se 0.970 2.203 0.809 0.0 -0.2 -0.2
O 3.142 -0.489 -2.871 0.0 0.1 0.1
N 2.019 0.023 -2.893 -0.1 0.0 0.0
O 1.692 0.853 -3.748 0.0 0.0 0.1
O 1.155 -0.351 -2.024 0.1 -0.1 -0.3
S -2.680 0.207 4.170 0.1 -0.1 -0.3
C -1.913 -0.064 2.764 0.0 0.3 0.3
N -1.378 -0.290 1.745 0.7 0.2 -0.8

46
Properties=species:S:1:pos:R:3:forces:R:3 method="wB97M-V/def2-TZVPD" de_lowest_kj_mol=0.0 orbital_gap_ha=0.125 e_tot_ha=-1028.51168 multiplicity=1
H 2.208 -1.887 -1.605 -0.1 0.1 0.0
N 1.207 -0.036 -1.846 0.1 -0.1 -0.7
B -0.082 1.979 -2.530 -0.5 -0.4 0.6
N 0.716 0.687 -2.882 0.5 -0.5 0.3
C 0.925 -0.018 -4.001 0.2 0.3 0.7
Be -0.472 1.903 0.608 -3.5 -1.5 1.1
H 0.574 0.389 -4.939 0.2 -0.2 0.1
C 1.603 -1.189 -3.665 -0.2 0.0 -0.1
H 1.922 -1.940 -4.357 0.1 -0.2 0.0
C 1.754 -1.179 -2.283 -0.2 0.3 -0.3
H -0.315 2.623 -3.508 0.1 -0.1 0.0
C -1.269 2.690 1.853 0.6 -0.3 0.8
H -1.880 2.020 2.459 -0.1 0.2 0.1
H -1.902 3.428 1.362 -0.2 0.1 0.0
H -0.580 3.238 2.509 -0.3 0.0 0.1
N 0.762 2.765 -1.485 0.2 0.1 1.2
N -1.368 1.427 -1.851 0.1 0.2 0.7
N 0.651 2.552 -0.100 4.1 2.7 -2.6
N -1.398 1.088 -0.504 -1.1 -0.4 -1.2
C 1.636 3.765 -1.697 -0.7 -0.3 0.8
C -2.486 0.989 -2.455 -0.1 0.1 0.9
H 1.872 4.064 -2.708 -0.1 0.1 0.1
H -2.644 1.181 -3.508 0.0 -0.1 0.2
C 2.052 4.271 -0.461 0.1 -0.3 -0.2
C -3.294 0.388 -1.489 0.3 0.1 -0.1
C 1.454 3.472 0.502 -0.6 -0.3 -1.1
C -2.574 0.463 -0.292 0.5 0.5 -0.7
H 2.663 5.133 -0.282 0.3 0.0 -0.1
H -4.285 -0.014 -1.628 0.1 -0.1 0.0
H 1.488 3.525 1.584 0.0 0.0 -0.3
H -2.830 0.134 0.704 0.1 -0.1 -0.1
H 1.101 0.318 -0.906 0.1 -0.3 0.1
C -0.920 -2.264 0.951 -0.3 0.1 -0.1
C 0.006 -2.779 1.850 0.0 0.2 -0.1
C -0.319 -3.899 2.698 0.3 0.2 0.0
C 0.592 -4.380 3.616 0.2 0.5 -0.2
C 1.850 -3.759 3.767 0.5 0.1 0.2
C 2.203 -2.666 2.943 -0.5 -0.6 0.1
C 1.322 -2.203 1.982 -0.2 -0.6 0.3
H -0.629 -1.468 0.274 -0.1 0.0 -0.1
H -1.931 -2.671 0.912 0.2 0.2 -0.2
H -1.311 -4.346 2.585 0.4 0.1 0.1
H 0.342 -5.244 4.236 0.0 0.2 -0.1
H 2.557 -4.125 4.519 -0.3 0.1 -0.3
H 3.175 -2.192 3.069 -0.1 -0.1 0.0
H 1.589 -1.380 1.315 0.0 0.0 0.2

54
Properties=species:S:1:pos:R:3:forces:R:3 method="wB97M-V/def2-TZVPD" de_lowest_kj_mol=177.0 orbital_gap_ha="0.221 / 0.235" e_tot_ha=-3130.31804 multiplicity=2
Pt 0.039 0.155 0.470 -0.7 0.1 -0.6
B -0.903 -2.761 2.567 -0.4 -0.3 0.4
N 0.155 -2.850 1.460 -0.2 -0.3 -0.2
C 0.618 -4.035 1.039 0.1 0.4 -0.1
C 1.601 -3.819 0.092 0.0 0.3 0.1
C 1.680 -2.434 -0.009 0.3 -0.3 -0.2
N 0.807 -1.874 0.832 -0.4 2.0 -0.7
N -1.482 -1.362 2.822 0.0 0.3 0.4
C -2.215 -1.081 3.908 0.0 0.2 0.0
C -2.815 0.151 3.736 0.0 0.0 -0.2
C -2.379 0.573 2.483 -0.2 -0.2 0.3
N -1.591 -0.361 1.953 0.4 0.6 -0.7
H -1.810 -3.474 2.247 -0.2 -0.3 -0.1
H -0.409 -3.145 3.586 0.1 0.0 0.3
H 0.237 -4.951 1.443 -0.2 -0.1 0.1
H 2.163 -4.552 -0.449 0.1 -0.1 -0.1
H 2.331 -1.838 -0.621 -0.1 0.2 -0.1
H -2.271 -1.766 4.729 0.0 -0.2 0.1
H -3.477 0.661 4.406 -0.1 0.1 0.1
H -2.610 1.485 1.965 0.1 0.1 -0.1
O -0.760 2.151 -0.040 1.1 -1.5 0.4
N -1.975 2.150 -0.568 -2.8 -0.6 -1.0
C -2.675 3.345 -0.583 1.6 -1.5 0.5
C -4.003 3.372 -0.840 -1.4 -0.7 -0.5
C -4.703 2.180 -1.169 1.8 -0.1 -0.1
C -3.948 1.011 -1.348 -1.9 1.4 -0.1
C -2.603 0.980 -1.077 2.9 1.0 1.0
S -1.625 -0.408 -1.397 0.3 0.1 1.7
H -2.084 4.208 -0.328 0.1 0.0 0.2
H -4.518 4.319 -0.814 0.0 0.0 0.1
H -5.764 2.197 -1.342 -0.2 0.0 0.0
H -4.417 0.109 -1.710 0.0 -0.1 0.1
Cl 3.054 -1.198 -3.686 0.0 -0.1 -0.1
C 2.920 0.462 -3.076 -0.6 0.0 0.2
Cl 4.398 0.899 -2.223 0.4 0.2 0.0
C 1.648 0.514 -2.146 0.3 0.1 -1.8
O 0.574 0.481 -2.714 0.5 0.3 -0.4
O 1.904 0.553 -0.923 -0.4 -0.1 1.8
H 2.800 1.133 -3.926 0.0 -0.2 0.2
C 3.561 1.877 4.607 -0.1 0.0 0.2
N 3.830 1.739 3.209 0.0 -0.1 -0.4
C 5.161 1.924 2.664 0.3 0.2 -0.1
C 4.964 1.643 1.164 0.3 -0.1 -0.2
N 3.521 1.567 1.042 -0.1 -0.1 0.3
C 2.927 1.545 2.233 0.2 0.1 -0.2
S 1.275 1.368 2.534 -0.9 -0.7 -0.7
H 4.199 1.197 5.173 0.0 0.0 0.1
H 2.518 1.623 4.783 0.0 0.0 0.1
H 3.741 2.901 4.946 0.0 0.0 0.0
H 5.868 1.236 3.136 -0.1 0.1 0.0
H 5.502 2.948 2.850 0.0 0.0 0.0
H 5.425 0.698 0.859 0.0 0.1 0.1
H 5.360 2.433 0.521 0.0 -0.1 0.1
H 3.047 1.271 0.187 -0.1 0.0 0.0